{
  "formula": "C4H9NO2",
  "method": "ωB97M-V with the def2-TZVPD basis set",
  "homo_ev": -8.66,
  "charge": 0,
  "e_lumo_ev": 0.20,
  "total_energy_ev": -9877.6825,
  "species": ["O", "O", "N", "C", "C", "C", "C", "H", "H", "H", "H", "H", "H", "H", "H", "H"],
  "coordinates": [[0.927, 0.229, 1.290], [0.111, -1.823, 0.990], [-0.158, -0.077, -1.376], [0.567, -0.897, 1.690], [-0.317, 1.362, -1.140], [0.877, -0.760, -1.051], [-1.575, 1.588, -0.334], [-1.666, 2.635, -0.065], [0.547, 1.674, -0.565], [-2.460, 1.287, -0.895], [0.874, -1.832, -1.180], [0.708, -1.074, 2.776], [-0.348, 1.869, -2.103], [-1.507, 0.997, 0.576], [-0.917, -0.544, -1.849], [1.765, -0.228, -0.765]]
}

---

{
  "formula": "CHINOS",
  "method": "ωB97M-V with the def2-TZVPD basis set",
  "homo_ev": -3.52,
  "charge": -1,
  "e_lumo_ev": 2.90,
  "smiles": "[O-]C(=S)NI",
  "total_energy_ev": -23527.9556,
  "species": ["I", "S", "O", "N", "C", "H"],
  "coordinates": [[-1.467, 1.130, -1.828], [-0.176, -1.650, 1.416], [-2.308, -1.295, -0.207], [-0.492, 0.051, -0.418], [-1.161, -1.027, 0.173], [0.363, -0.427, -0.743]]
}